Molecular formula: C36H90ClN6O16
Method: DFT, ωB97M-V/def2-TZVPD

ORCA input file:
```
! RIJCOSX wB97M-V def2-TZVPD def2/J DEFGRID3
* xyz -1 1
Cl 31.44 -2.66 -29.37
O 26.81 -4.13 -28.85
O 31.84 -1.30 -29.50
O 35.60 1.69 -29.94
O 30.19 0.24 -32.76
O 36.02 -1.74 -26.89
O 33.53 -10.20 -27.10
O 30.45 -2.08 -25.21
O 34.53 -7.11 -30.83
O 31.98 -4.83 -35.74
O 40.68 -0.89 -24.41
O 30.84 -3.21 -30.62
O 35.96 -3.21 -32.99
O 30.55 -2.60 -28.27
O 27.59 -1.61 -28.11
O 29.57 -6.88 -26.48
O 32.59 -3.38 -28.93
N 27.59 -1.15 -25.31
N 29.81 -2.49 -34.08
N 33.82 -7.37 -27.92
N 29.26 -5.49 -29.03
N 38.45 -2.66 -25.11
N 34.51 -0.49 -32.23
C 31.84 -1.90 -25.28
C 30.98 -2.84 -34.85
C 26.95 -5.01 -29.99
C 28.96 -0.32 -33.23
C 29.97 1.30 -31.86
C 29.97 -0.92 -24.60
C 36.54 -3.93 -34.01
C 32.38 -10.93 -26.74
C 35.50 -1.71 -28.20
C 40.02 -0.86 -25.64
C 29.18 -1.23 -34.43
C 28.13 -6.00 -29.75
C 28.48 -0.87 -24.17
C 29.91 -7.54 -27.71
C 26.94 -0.40 -27.59
C 27.67 -0.08 -26.31
C 34.51 -6.25 -28.56
C 25.53 -3.43 -28.90
C 34.70 -7.95 -26.91
C 30.28 -6.60 -28.88
C 32.53 -6.14 -35.56
C 36.15 -3.04 -26.23
C 34.03 -6.07 -29.99
C 34.66 -2.72 -33.26
C 29.15 -7.89 -25.50
C 33.96 0.23 -31.14
C 38.53 -1.25 -25.47
C 31.01 -4.34 -34.82
C 35.11 1.94 -28.69
C 34.65 1.62 -31.00
C 34.09 -1.87 -32.03
C 37.00 -3.02 -24.94
C 42.08 -0.84 -24.46
C 33.76 -9.04 -26.22
C 27.89 -1.36 -29.49
C 33.88 -7.32 -32.03
H 29.70 -0.66 -35.20
H 42.37 -0.86 -23.40
H 28.33 -0.74 -32.45
H 36.49 -3.80 -26.94
H 27.63 -6.91 -29.39
H 33.01 -2.06 -32.00
H 31.26 -4.66 -33.81
H 32.88 0.29 -31.29
H 26.08 -5.65 -30.12
H 38.27 -0.56 -24.67
H 28.17 0.17 -24.00
H 37.90 -0.90 -26.29
H 29.70 -4.93 -29.75
H 30.71 -8.27 -27.56
H 33.20 -6.44 -36.36
H 35.50 -0.50 -32.06
H 27.01 0.55 -28.13
H 31.63 -6.74 -35.48
H 28.67 -0.03 -26.74
H 28.31 -1.40 -23.23
H 31.86 -2.39 -34.40
H 30.06 -2.36 -33.11
H 32.06 -1.17 -26.06
H 26.60 -1.21 -25.11
H 34.82 0.98 -28.26
H 36.80 -3.96 -24.42
H 27.49 0.93 -25.96
H 35.23 1.77 -31.91
H 34.21 -6.62 -32.79
H 28.37 -2.27 -29.85
H 29.55 2.16 -32.38
H 40.59 -1.30 -26.45
H 36.17 -1.17 -28.88
H 30.91 1.62 -31.42
H 27.09 -4.40 -30.88
H 30.80 -2.62 -35.90
H 28.57 -6.19 -30.72
H 30.59 -0.89 -23.70
H 25.26 -3.41 -29.96
H 34.10 -0.29 -30.19
H 38.72 -2.82 -24.15
H 29.81 -8.72 -25.27
H 35.11 -3.32 -26.06
H 34.28 -9.34 -25.31
H 34.53 -1.22 -28.28
H 33.97 -3.54 -33.44
H 34.97 -7.20 -26.17
H 24.85 -4.12 -28.40
H 37.59 -4.13 -33.80
H 34.27 -2.26 -31.02
H 36.03 2.21 -28.17
H 27.02 -1.14 -30.10
H 40.10 0.21 -25.83
H 28.37 0.57 -33.44
H 29.14 -7.39 -24.54
H 33.89 2.37 -30.79
H 32.97 -6.21 -34.57
H 29.24 0.98 -31.12
H 36.66 -2.23 -24.27
H 32.80 -8.58 -25.99
H 36.40 -3.45 -34.98
H 35.54 -6.60 -28.55
H 33.67 -7.98 -28.71
H 28.62 -0.55 -29.36
H 35.95 -4.84 -33.97
H 32.79 -7.39 -31.96
H 35.52 -8.56 -27.28
H 34.30 -5.09 -30.39
H 29.07 -8.14 -28.05
H 32.58 -11.31 -25.74
H 25.87 -0.40 -27.40
H 35.38 -2.68 -28.67
H 34.30 2.65 -28.54
H 28.20 -1.42 -34.87
H 32.94 -6.15 -29.93
H 28.21 -8.43 -25.64
H 34.46 -5.29 -28.04
H 25.47 -2.52 -28.31
H 30.05 -4.83 -34.98
H 34.62 -2.16 -34.20
H 42.36 -0.03 -25.13
H 30.55 -7.19 -29.76
H 31.48 -10.31 -26.74
H 31.17 -6.13 -28.46
H 32.36 -1.59 -24.37
H 42.46 -1.73 -24.95
H 34.24 -8.31 -32.32
H 32.27 -11.64 -27.56
H 30.28 -0.05 -25.18
H 32.20 -2.81 -25.76
*
```

**Lowest unoccupied orbital energy**: 2.474 eV
**HOMO**: -0.2202 Ha
**Strongest force on any atom**: 4.21 eV/Å
**Energy above the lowest of the compared OMol25 structures with the same formula, charge and spin**: 160.6 kcal per mole
**HOMO-LUMO gap**: 8.467 eV
**Calculated total energy**: -92995.0788 eV

---

Molecular formula: C36H90F2KNO28P6S2
Method: DFT, ωB97M-V/def2-TZVPD

ORCA input file:
```
! RIJCOSX wB97M-V def2-TZVPD def2/J DEFGRID3
* xyz 0 1
K 23.55 -11.93 -12.46
S 23.79 -8.29 -12.16
S 22.70 -8.75 -9.95
P 30.77 -4.49 -13.36
P 18.47 -8.25 -14.71
P 23.70 -10.63 -16.57
P 19.62 -9.28 -3.56
P 18.43 -11.39 -7.70
P 25.01 -4.70 -8.84
F 23.35 -8.83 -13.60
F 22.59 -10.06 -9.03
O 25.20 -8.42 -12.21
O 17.26 -10.45 -7.24
O 31.85 -5.18 -14.05
O 18.73 -9.07 -13.53
O 20.74 -10.38 -3.42
O 19.18 -11.65 -6.36
O 19.09 -6.81 -14.70
O 22.44 -9.75 -16.86
O 29.58 -5.40 -12.85
O 19.85 -8.72 -5.01
O 23.72 -11.08 -15.18
O 19.56 -8.27 -2.51
O 23.17 -7.02 -12.16
O 23.49 -5.04 -8.64
O 16.92 -7.98 -14.95
O 19.23 -10.93 -8.83
O 25.34 -5.06 -10.35
O 18.31 -10.14 -3.69
O 31.22 -3.73 -12.06
O 23.79 -8.05 -9.36
O 23.63 -11.75 -17.66
O 25.69 -5.87 -8.06
O 30.00 -3.40 -14.22
O 18.97 -8.87 -16.09
O 25.40 -3.35 -8.43
O 21.40 -8.19 -9.89
O 17.75 -12.81 -7.94
O 24.98 -9.81 -17.03
N 23.04 -9.49 -11.32
C 21.15 -8.03 -17.91
C 21.51 -12.24 -6.45
C 16.19 -9.58 -2.68
C 31.07 -1.84 -10.59
C 29.32 -6.63 -13.55
C 17.06 -9.45 -3.89
C 20.10 -12.72 -6.17
C 24.30 -13.84 -16.54
C 21.22 -8.39 -5.44
C 20.44 -6.63 -14.22
C 28.26 -7.41 -12.81
C 15.50 -8.89 -7.71
C 30.29 -2.92 -11.31
C 22.32 -8.96 -18.08
C 25.30 -4.03 -11.36
C 22.01 -10.87 -1.43
C 16.51 -6.88 -15.77
C 30.77 -2.65 -15.17
C 25.44 -8.78 -16.13
C 26.65 -8.12 -16.75
C 20.77 -11.19 -2.23
C 22.51 -4.61 -9.60
C 27.12 -5.87 -7.93
C 21.13 -4.88 -9.05
C 19.27 -11.30 -16.16
C 30.65 -3.13 -16.61
C 24.55 -12.85 -17.67
C 16.85 -13.06 -10.18
C 16.94 -9.26 -7.98
C 21.08 -7.72 -6.77
C 26.72 -3.54 -11.62
C 16.54 -12.94 -8.70
C 27.69 -7.02 -8.70
C 15.01 -6.95 -15.97
C 20.51 -5.34 -13.43
C 18.39 -10.10 -16.53
H 16.55 -8.99 -1.83
H 20.63 -4.44 -14.04
H 22.05 -7.49 -7.20
H 31.72 -1.31 -11.28
H 16.06 -10.63 -2.40
H 28.78 -7.07 -8.65
H 20.80 -7.48 -13.64
H 24.91 -4.54 -12.24
H 15.92 -13.03 -10.77
H 30.25 -4.14 -16.66
H 29.79 -3.56 -10.58
H 24.66 -8.06 -15.87
H 19.58 -5.19 -12.89
H 21.05 -7.48 -18.85
H 26.77 -2.88 -12.49
H 20.37 -4.23 -9.48
H 16.03 -13.84 -8.35
H 27.42 -8.86 -16.94
H 14.68 -6.16 -16.63
H 14.68 -7.90 -16.38
H 22.31 -12.96 -6.25
H 24.66 -3.20 -11.05
H 27.57 -4.90 -8.15
H 17.25 -8.42 -4.21
H 16.82 -5.92 -15.34
H 15.18 -9.28 -2.96
H 27.38 -7.05 -9.74
H 27.35 -7.97 -8.27
H 20.82 -5.91 -9.25
H 29.62 -2.43 -12.01
H 22.67 -5.19 -10.51
H 15.27 -7.97 -8.26
H 22.11 -11.56 -0.59
H 27.02 -7.33 -16.10
H 22.10 -9.63 -18.91
H 25.55 -12.42 -17.53
H 22.62 -3.55 -9.82
H 25.02 -13.77 -15.72
H 15.40 -8.63 -6.65
H 21.35 -5.39 -12.73
H 27.29 -6.03 -6.87
H 26.38 -7.63 -17.69
H 28.98 -6.41 -14.57
H 30.37 -1.10 -10.21
H 21.67 -7.75 -4.68
H 28.68 -7.95 -11.97
H 19.83 -13.54 -6.83
H 27.06 -3.03 -10.72
H 20.23 -8.58 -17.72
H 27.36 -6.84 -12.60
H 16.54 -9.94 -4.72
H 31.67 -3.12 -17.00
H 21.72 -9.34 -5.56
H 14.52 -6.89 -14.99
H 17.40 -10.25 -16.08
H 17.58 -8.43 -7.67
H 30.00 -2.53 -17.24
H 21.10 -4.71 -7.97
H 17.23 -14.05 -10.43
H 19.27 -12.09 -16.90
H 27.98 -8.23 -13.49
H 20.55 -8.37 -7.47
H 20.57 -6.77 -6.66
H 19.99 -13.08 -5.15
H 24.50 -13.34 -18.63
H 20.29 -10.95 -15.99
H 30.47 -1.60 -15.08
H 21.09 -6.58 -15.10
H 14.82 -9.69 -7.98
H 30.22 -7.23 -13.69
H 31.82 -2.60 -14.87
H 25.75 -9.21 -15.18
H 17.54 -12.29 -10.52
H 20.73 -12.24 -2.52
H 15.96 -12.03 -8.53
H 18.91 -11.68 -15.20
H 19.91 -10.94 -1.61
H 21.58 -11.74 -7.42
H 17.01 -6.93 -16.74
H 21.74 -11.45 -5.73
H 23.32 -13.78 -16.08
H 27.35 -4.42 -11.78
H 22.04 -9.85 -1.06
H 21.31 -7.27 -17.14
H 31.64 -2.28 -9.77
H 18.28 -10.04 -17.61
H 22.91 -11.04 -2.02
H 23.26 -8.45 -18.25
H 24.42 -14.87 -16.89
H 17.11 -9.41 -9.05
*
```

**Lowest unoccupied orbital energy**: -0.804 eV
**HOMO**: -0.3520 Ha
**Strongest force on any atom**: 2.87 eV/Å
**Energy above the lowest of the compared OMol25 structures with the same formula, charge and spin**: 0.0 kcal per mole
**HOMO-LUMO gap**: 8.774 eV
**Calculated total energy**: -196793.6885 eV

---

Molecular formula: C36H90F6N6O12P
Method: DFT, ωB97M-V/def2-TZVPD

ORCA input file:
```
! RIJCOSX wB97M-V def2-TZVPD def2/J DEFGRID3
* xyz 0 2
P 0.80 -0.06 -0.74
F 2.29 -0.45 -1.37
F 0.99 1.43 -1.38
F -0.73 0.28 -0.17
F 1.43 0.40 0.67
F 0.05 -0.62 -2.14
F 0.65 -1.47 -0.05
O 2.70 -5.52 -2.74
O -5.29 -1.00 -2.83
O -6.03 0.53 -0.50
O -1.90 -4.11 6.58
O 5.65 -2.53 1.50
O 0.05 3.74 3.15
O 2.35 6.68 0.82
O 1.84 -1.78 4.77
O -3.38 0.48 -4.38
O 4.66 -3.98 -4.19
O 5.04 2.52 0.29
O -4.23 2.56 0.31
N 1.97 -3.54 -4.51
N 5.26 -0.22 -1.32
N -3.16 2.68 -2.63
N -0.94 -2.29 4.55
N -0.11 6.66 2.90
N -3.27 -0.16 -1.16
C 1.29 7.58 1.03
C -4.26 -2.05 -2.58
C -3.01 -1.37 -2.04
C -5.44 -0.43 0.29
C 5.57 1.18 -1.59
C 4.08 2.72 1.34
C 5.79 -0.70 -0.04
C -7.45 0.80 -0.41
C -6.50 -1.60 -3.17
C 1.06 -1.07 3.80
C 5.16 -3.85 1.76
C 2.75 5.76 1.83
C -1.22 5.78 3.44
C 1.67 -4.62 -2.26
C -2.60 3.30 -1.43
C 4.20 -2.82 -3.50
C -2.21 -2.90 4.39
C 0.98 -3.88 -3.40
C -0.18 -1.91 3.34
C 0.39 2.65 2.35
C 2.84 -2.41 -4.18
C -2.39 1.45 -4.69
C 4.57 2.05 -0.92
C 6.08 -4.00 -4.00
C -0.03 6.89 1.54
C -2.77 -3.30 5.74
C 3.68 -5.78 -1.81
C -1.27 4.26 2.96
C 3.27 -1.47 4.80
C -5.24 3.03 1.21
C -3.87 -0.49 0.16
C -2.02 2.31 -3.49
C -3.83 -0.16 -5.58
C 4.94 -1.88 0.43
C -3.73 3.68 -0.45
C -1.74 -5.44 6.10
H 0.21 -4.55 -3.78
H -1.87 2.64 -0.96
H -3.72 -3.79 5.51
H -4.24 0.57 -6.28
H -6.30 -2.30 -3.99
H -0.92 7.49 1.34
H 2.36 -1.79 -3.42
H -1.42 4.19 1.89
H 3.52 -0.52 5.25
H -2.84 1.93 -5.55
H -3.51 3.55 -2.99
H -4.54 4.29 -0.87
H -2.11 6.25 3.04
H -1.15 5.78 4.53
H -5.99 3.70 0.81
H 4.07 -1.56 1.00
H 4.37 -6.53 -2.19
H 3.58 1.81 1.68
H 0.56 -2.99 -2.95
H -2.98 -0.50 -6.18
H -2.91 -2.24 3.89
H -1.30 1.69 -2.95
H -0.31 1.83 2.51
H 1.31 -3.24 -5.22
H -6.02 -1.34 0.12
H -5.79 2.14 1.53
H -1.94 -3.81 3.86
H -5.63 -0.16 1.33
H 5.76 -4.38 2.50
H 0.07 -2.79 2.75
H -1.31 -6.01 6.91
H -1.23 -5.51 5.13
H -7.01 -2.12 -2.36
H 1.02 8.11 0.12
H 3.59 -2.32 5.41
H 5.66 0.01 0.77
H -3.30 4.45 0.20
H 3.77 5.44 1.65
H 6.41 -4.01 -2.96
H 3.16 -1.81 -5.03
H -7.26 -0.96 -3.61
H -0.69 -1.11 2.80
H -3.00 -2.43 6.35
H -0.43 -2.66 5.33
H 4.45 -2.51 -0.31
H 5.21 -4.45 0.85
H -2.33 -1.17 -2.87
H -3.36 0.05 0.95
H 0.47 2.82 1.27
H 5.56 1.35 -2.67
H 1.56 8.38 1.73
H 4.26 2.89 -1.55
H -7.79 0.79 0.63
H 3.12 -6.06 -0.91
H 2.68 6.22 2.81
H -1.56 3.25 -3.81
H 6.85 -0.93 -0.17
H 2.02 4.97 1.63
H 1.41 2.44 2.66
H 3.29 3.39 0.99
H -2.35 0.15 -0.89
H -1.95 3.58 3.47
H 0.78 -0.07 4.12
H -2.65 -5.99 5.87
H 6.61 -3.17 -4.46
H -2.48 -2.05 -1.37
H 0.93 -5.28 -1.80
H 6.63 -4.80 -4.50
H 1.54 -0.92 2.84
H -0.09 5.91 1.07
H 4.62 3.16 2.17
H -4.49 -1.00 -5.36
H -4.70 3.33 2.11
H -7.92 -0.01 -0.96
H 2.03 -3.92 -1.51
H 4.12 -3.80 2.08
H 4.15 -2.99 -2.43
H 3.64 1.52 -0.78
H -3.57 -1.52 0.37
H 3.51 -1.57 3.74
H -2.15 4.24 -1.77
H 4.93 -2.02 -3.59
H 6.57 1.56 -1.38
H -1.57 1.02 -5.26
H -7.71 1.74 -0.88
H 0.82 6.32 3.13
H 4.38 -4.96 -1.66
H -4.73 -2.86 -2.02
H -4.01 -2.54 -3.52
H 4.28 -0.48 -1.38
*
```

**Lowest unoccupied orbital energy (spin up / spin down)**: -0.628 / -5.218 eV
**HOMO (spin up / spin down)**: -0.2766 / -0.2735 Ha
**Strongest force on any atom**: 3.98 eV/Å
**HOMO-LUMO gap (spin up / spin down)**: 6.900 / 2.225 eV
**Calculated total energy**: -97885.1107 eV
**Expectation value of S²**: 0.7542

---

The highest strongest force on any atom belongs to which entry? C36H90ClN6O16

---

Look up the strongest force on any atom of the first one. 4.21 eV/Å